160
Properties=species:S:1:pos:R:3:forces:R:3 method="wB97M-V/def2-TZVPD" e_above_lowest_kj_mol=70.40 orbital_gap_ev=9.69 molar_mass_g_mol=1979.20 fmax_ha_per_bohr=0.0549 lumo_energy_ev=-0.33
Cl -4.49184 -1.32492 0.33990 0.7 -0.2 0.5
Cl -1.14234 -3.99050 -5.96865 0.2 0.1 0.3
Cl 0.37552 2.03712 -0.78706 0.2 0.7 0.0
Cl -4.49088 3.05683 -0.79802 -0.1 0.2 0.2
Cl 3.83854 0.06632 -1.17857 0.6 0.9 0.8
Cl -4.52154 -5.83554 -1.61379 0.4 -0.8 0.0
Cl 0.28366 -5.65207 3.36955 -0.1 -0.4 -1.0
Cl 3.83181 -2.51440 -4.56807 -0.1 -0.5 -0.3
Cl -2.29950 5.37122 -5.32348 0.4 -0.4 -0.1
Cl -4.20735 2.96419 -4.08254 -1.1 -0.2 -0.1
Cl 2.82906 -1.33988 2.34145 0.0 -0.2 0.1
Cl 1.17218 0.06308 -8.50414 1.0 -0.1 0.3
Cl -5.27951 2.19106 3.33507 0.1 -0.2 0.8
Cl -1.48620 -0.36282 -1.97566 0.2 -0.3 0.9
Cl -2.14628 2.83232 6.10253 -0.1 -1.2 -0.1
Cl 9.15781 0.96467 0.03427 0.0 -0.1 -0.1
Cl 6.48705 2.80597 -0.83066 0.0 -0.1 0.3
Cl 0.73969 -0.49844 -5.04332 -0.9 -0.1 -0.8
Cl -2.69361 7.69052 -2.57803 -2.3 -0.7 -0.9
Cl -1.28171 1.88147 2.68563 -0.1 -0.3 -0.3
Cl 2.42972 2.43467 -5.32687 0.2 0.1 -0.1
Cl 2.13814 -4.51828 -2.19092 0.5 -0.6 0.3
Cl -1.34719 5.19877 1.48625 -0.4 -0.5 0.3
Cl -0.29069 5.24360 -2.00347 -0.1 -2.4 -1.0
Cl -0.16820 -3.15350 8.30227 0.1 0.7 -0.6
Cl 5.12037 4.20043 -4.59211 0.2 -0.2 0.2
Cl 2.84064 5.65385 -0.49341 0.2 0.2 0.1
Cl -0.61237 -3.97193 0.40732 0.2 0.6 0.4
Cl -4.28503 -1.98724 -4.38406 -0.3 0.1 0.0
Cl -0.78821 -1.49826 4.27022 0.1 0.0 0.0
Cl 5.85812 -0.25870 3.09973 0.5 2.7 0.8
Cl 2.65537 -7.32356 -4.12321 0.3 0.6 0.1
Cl -7.26900 -2.70992 -0.91871 -1.2 1.2 -0.3
Cl -6.87153 1.27721 -2.89716 0.0 -0.9 -0.6
Cl -1.00495 -6.41649 -3.79303 -0.4 1.0 0.4
Cl 2.87907 -0.60645 7.87999 0.8 0.7 -0.5
Cl -5.94328 -2.26143 3.16993 0.1 -0.1 0.2
Cl 2.61043 1.13583 4.94340 -0.2 -0.1 0.0
Cl 2.15033 6.08124 2.91277 -0.5 0.8 0.4
Cl -4.17416 -1.05391 6.26234 0.1 0.5 0.1
C 3.53296 -5.66152 -2.07430 0.7 -0.4 -1.2
C -0.35996 3.32356 3.24589 -0.6 -0.9 0.1
C 3.33823 -1.16821 -2.31401 -1.1 0.0 0.0
C 7.45147 0.44577 0.15701 0.1 0.4 0.0
C -1.27021 4.54657 3.14757 1.7 0.5 0.8
C 3.28388 4.99139 2.16566 1.1 -0.6 -0.4
C 6.55898 1.63367 0.52465 -0.1 -0.7 -0.1
C -6.33051 -0.41061 -3.32079 1.2 0.1 -0.2
C -3.70090 0.64996 6.54918 0.7 0.7 0.7
C -1.15447 -0.10247 -0.19028 0.6 1.0 -0.6
C -1.77339 3.77675 -4.71415 0.1 -0.4 1.4
C -0.53168 -0.15034 -6.33060 0.3 -0.1 0.4
C -5.03760 -0.37345 -4.17168 -0.1 1.1 0.5
C 4.26943 0.09710 6.95321 0.2 1.0 -1.6
C -3.68114 -2.36047 1.57861 -0.1 0.4 1.0
C -0.83730 -3.66816 -4.21860 0.2 0.2 -0.1
C 2.76271 4.47895 0.83654 -0.4 -0.1 0.4
C 0.25330 0.48217 -0.00450 -0.1 -1.6 0.0
C -6.41426 -4.19381 -0.76472 0.9 -0.7 0.1
C -0.49310 6.80727 -1.39967 1.0 2.1 0.4
C -5.50674 -4.41412 -1.97509 0.0 0.1 0.3
C 3.92900 -6.19747 -3.48892 -0.5 -0.5 0.7
C -1.55966 -4.71297 -3.38669 -0.2 -0.1 -0.2
C 3.89557 3.72121 -3.37922 0.1 0.0 -0.2
C -0.29419 -6.33727 1.74840 0.3 0.5 0.4
C -0.88990 -2.41583 6.81370 -0.3 -0.6 -0.6
C 3.92993 1.40775 6.09734 -0.4 -0.6 1.6
C -2.63163 3.38871 -3.47226 1.1 0.2 -0.9
C 0.08689 -2.25087 5.63885 -0.3 -0.5 0.8
C 4.05201 -2.21741 3.30527 0.6 0.1 -0.3
C -2.45019 1.04022 5.76214 -0.9 0.3 -0.3
C -0.03535 0.76157 -7.41669 -1.0 0.0 -0.8
C -4.15368 2.84330 0.94668 -0.4 -1.1 0.0
C -0.99673 7.81700 -2.40131 0.5 1.3 1.1
C 5.46944 -1.87123 2.80338 -0.8 -2.2 -0.2
C 0.22466 -5.54055 0.55828 -0.8 -0.2 -0.4
C 4.43218 -1.44572 -3.29677 0.2 0.1 -0.2
C -5.43722 2.18718 1.58531 1.8 1.4 -1.1
C -4.18538 -2.07376 3.02377 0.4 -0.3 -1.2
C 3.21145 2.42082 -3.72512 -0.4 0.6 0.1
H 0.23419 -3.58081 -4.03867 0.0 -0.5 -0.2
H 4.14579 -5.39842 -4.19789 -0.5 0.0 0.1
H -1.61721 -3.16868 6.50981 -0.2 0.3 0.0
H -2.74357 4.17731 -2.72818 0.1 0.1 -0.4
H -4.29164 0.27280 -3.70904 0.0 -0.3 0.3
H 0.17841 1.77117 -7.06581 0.6 -0.2 -0.1
H -7.13792 -4.99199 -0.59942 0.2 -0.1 -0.3
H 7.45264 -0.35786 0.89340 -0.3 0.3 0.1
H -7.07851 -0.97486 -3.87776 -0.3 0.3 0.4
H 2.48519 -0.73551 -2.83669 -0.1 -0.2 0.0
H -2.63968 0.91463 4.69611 0.2 0.3 0.1
H 0.01551 -7.37908 1.66576 0.2 0.1 0.2
H -1.43565 -1.49260 7.00837 0.3 -0.1 0.5
H -3.64814 -2.74467 3.69411 -0.3 -0.2 0.0
H -0.90626 -1.08791 -6.74138 0.4 -0.1 0.2
H 3.23659 4.58657 -3.30849 -0.2 -0.4 0.1
H -0.98733 8.78466 -1.89966 0.9 0.1 0.1
H -0.11289 -5.96716 -0.38627 0.2 -0.8 0.2
H -1.48384 -4.60417 -2.30478 0.5 0.2 -0.1
H -1.25036 -1.02932 0.37529 -0.2 0.1 -0.3
H 4.68194 -0.53157 -3.83533 0.3 0.0 0.3
H -2.20820 2.52817 -2.95429 0.1 -0.1 -0.2
H -2.62710 -4.61417 -3.58388 0.0 -0.5 -0.3
H -0.72154 3.76539 -4.42851 0.0 0.6 0.0
H 0.52040 7.10798 -1.13417 -0.1 0.2 0.4
H 0.34047 -3.25572 5.30112 0.5 0.3 0.0
H 1.70514 4.27776 1.00733 0.0 -0.3 -0.4
H 0.99734 -0.19466 -0.42451 0.0 0.1 -0.3
H -1.19575 -2.64899 -4.07404 -0.4 -0.2 0.4
H 5.11623 0.32909 7.59912 -0.4 0.0 0.4
H 4.37137 3.53382 -2.41662 0.2 0.3 -0.1
H 5.31160 -1.89398 -2.83440 0.0 0.1 -0.1
H 4.80299 -6.84860 -3.47306 0.1 0.3 0.5
H 3.29162 3.59033 0.49200 0.0 0.0 0.2
H -1.37950 -6.31389 1.84668 0.1 0.1 -0.3
H -4.76331 -3.63229 -2.13041 -0.5 0.3 0.2
H -2.21533 4.41256 3.67377 -0.2 -0.4 -0.8
H -1.12348 6.79478 -0.51053 0.0 0.1 -0.2
H -3.75872 -3.38563 1.21652 -0.4 0.0 0.4
H 4.25980 5.47118 2.09164 -0.1 0.2 -0.2
H 7.14370 0.03093 -0.80282 0.1 0.1 0.0
H 4.40189 -5.16609 -1.64117 -0.1 0.5 -0.2
H -3.89615 -1.07273 3.34376 -0.3 0.1 -0.3
H 6.21139 -2.46956 3.33219 -0.2 -0.3 -0.1
H -3.31440 2.14792 0.95938 -0.2 0.1 0.3
H -1.82666 3.02457 -5.50124 -0.5 0.2 0.0
H -6.04800 -4.58154 -2.90627 -0.1 0.0 0.2
H 0.53341 0.53690 1.04747 -0.4 0.4 0.1
H -4.53881 1.32726 6.38405 0.0 -0.3 -0.6
H 3.62258 2.18472 6.79730 -0.3 -0.1 0.0
H -0.78838 5.34077 3.71781 0.2 0.1 0.0
H 3.97596 -1.92774 4.35331 -0.2 0.1 -0.1
H 2.40183 2.32822 -3.00123 0.1 -0.4 0.1
H 1.30482 -5.41591 0.48194 -0.2 0.1 0.4
H 3.42349 4.16441 2.86186 -0.2 -0.2 -0.1
H -6.24365 2.87440 1.32934 -0.3 -0.7 -0.1
H 6.85990 2.14536 1.43884 0.2 0.0 -0.2
H -1.37431 0.32294 -5.82652 0.1 0.1 0.2
H -0.11805 3.01562 4.26311 -0.1 0.7 0.1
H 3.90997 1.58697 -3.65514 -0.2 0.1 -0.2
H 4.63287 -0.67122 6.27079 -0.3 -0.1 0.0
H 0.94801 -1.63627 5.90122 0.0 -0.1 -0.2
H -2.61414 -2.15595 1.66683 0.1 0.3 -0.5
H -1.86676 0.67812 0.07699 -0.2 -0.4 0.3
H -3.81217 3.77935 1.38860 -0.4 0.0 0.0
H -5.46938 1.15487 1.23689 -0.6 0.3 0.0
H -1.57144 0.45428 6.03153 -0.1 0.4 0.1
H 4.72131 1.88923 5.52290 0.5 -0.8 0.2
H -0.47189 7.94330 -3.34825 0.0 -0.6 0.1
H 5.55276 1.24709 0.68641 0.0 0.1 -0.1
H -5.17979 0.08294 -5.15126 -0.3 -0.4 -0.1
H 2.99149 -1.98175 -1.67682 0.2 -0.3 -0.5
H 5.59402 -2.01303 1.72985 -0.3 -0.4 0.0
H -3.44816 0.82564 7.59481 -0.2 -0.6 0.2
H 0.56846 3.27588 2.67679 -0.3 0.7 -0.2
H 3.31925 -6.47613 -1.38231 -0.5 0.0 -0.3
H -6.11148 -0.84711 -2.34632 -0.1 -0.2 -0.4
H -0.81503 0.83186 -8.17513 -0.7 0.4 0.6
H -5.81953 -4.10856 0.14475 0.1 -0.1 -0.1
H 3.83079 -3.28239 3.23477 0.1 0.1 -0.2